Computed, not measured: a cluster of 16 separate species, H32O16 in total at a distorted geometry, with the ωB97M-V functional and the def2-TZVPD basis.

Output
- E_tot: -1223.02289 a.u.
- Highest occupied orbital energy: -10.41 eV
- Gap between HOMO and LUMO: 9.398 eV

Last column: Mulliken charge in e.
Geometry (Å):
O1 -0.93 -2.86 0.27  -0.808
H1 -1.14 -2.38 1.05  0.438
H2 -0.01 -3.12 0.26  0.270
O2 1.53 -3.74 0.82  -0.746
H3 2.09 -3.79 0.05  0.321
H4 1.59 -2.81 0.99  0.500
O3 2.40 0.71 -1.19  -0.666
H5 1.79 1.08 -1.84  0.277
H6 3.01 1.39 -1.03  0.253
O4 0.17 2.86 0.38  -0.728
H7 -0.11 3.59 0.92  0.224
H8 0.57 3.10 -0.46  0.312
O5 1.63 -1.17 1.07  -0.601
H9 1.58 -0.67 1.89  0.256
H10 2.07 -0.60 0.46  0.252
O6 -3.19 -2.44 -0.98  -0.628
H11 -3.36 -3.32 -1.37  0.311
H12 -2.41 -2.56 -0.44  0.427
O7 0.25 0.70 -2.91  -0.673
H13 -0.22 0.30 -2.18  0.193
H14 0.23 -0.03 -3.54  0.313
O8 -1.21 1.28 2.45  -0.658
H15 -1.38 1.76 3.30  0.300
H16 -1.46 1.96 1.80  0.196
O9 2.22 -1.89 -1.98  -0.674
H17 1.34 -2.06 -2.04  0.463
H18 2.24 -0.99 -1.70  0.375
O10 -0.42 -2.28 -2.71  -0.653
H19 -1.24 -1.80 -2.48  0.318
H20 -0.10 -2.05 -3.59  0.264
O11 -3.05 1.06 -0.57  -0.630
H21 -2.21 0.61 -0.64  0.278
H22 -3.63 0.49 0.00  0.313
O12 -1.93 3.94 -0.82  -0.628
H23 -1.21 3.44 -0.44  0.377
H24 -2.03 3.58 -1.67  0.361
O13 2.92 2.83 0.53  -0.615
H25 2.04 2.65 0.84  0.350
H26 3.26 3.59 0.96  0.271
O14 -0.46 0.05 -0.44  0.820
H27 -0.26 -0.72 0.07  -0.248
H28 -0.14 0.80 0.09  -0.013
O15 -1.58 -1.38 2.38  -0.752
H29 -1.56 -0.39 2.35  0.357
H30 -0.89 -1.67 2.97  0.323
O16 1.32 0.61 3.02  -0.650
H31 0.43 0.84 2.77  0.338
H32 1.47 1.51 3.32  0.325